# 1
C45H62ClF6NO26PS | wB97M-V/def2-TZVPD

```
143
Properties=species:S:1:pos:R:3:lowdin_charge:R:1
C -0.0136 7.6733 -0.2482 -0.08
C -0.1781 6.1366 -0.1289 -0.39
C -1.6778 5.6833 -0.1920 -0.04
C 0.6754 5.3189 -1.1382 -0.30
C 0.3748 5.6210 -2.6179 -0.06
C 0.5260 3.7851 -0.7842 -0.17
O -0.3262 3.2442 -1.7608 -0.10
C -0.6660 1.8520 -1.6143 -0.40
C 0.5955 1.0165 -1.9383 -0.15
N 1.5361 0.7546 -0.8360 0.04
O -1.2051 1.7205 -0.3394 0.01
C -1.3741 0.4039 0.1852 -0.22
C -0.4875 0.1097 1.4481 -0.13
C 0.1931 -1.2857 1.3339 -0.29
C 1.6384 -1.3308 1.8990 -0.49
S 2.2330 -3.0782 1.8166 0.80
C -2.8637 0.2621 0.6933 -0.67
O -3.5894 -0.6531 0.2714 -0.02
O -3.2111 1.1665 1.5122 -0.08
C -1.7512 1.7122 -2.7449 -0.22
C -1.1526 1.3868 -4.1527 -0.13
C -0.3324 2.5478 -4.7654 -0.19
C 0.2315 2.1293 -6.1520 -0.18
C 1.3399 1.0684 -6.0274 -0.25
O 1.4116 0.3505 -7.2784 -0.09
O -2.7000 0.7007 -2.4601 -0.09
C -4.0314 1.1158 -2.4206 -0.46
C -4.3516 2.2173 -1.3778 -0.07
C -5.8482 2.5357 -1.2315 -0.34
O -6.4231 3.2699 -2.0137 0.03
C -6.6675 1.9898 -0.0764 -0.13
C -6.2178 1.8905 1.2446 -0.01
C -7.1017 1.4083 2.2229 -0.08
C -8.4164 1.0382 1.9314 -0.09
C -8.8629 1.1127 0.5954 -0.09
C -7.9835 1.5917 -0.3721 -0.04
P -4.7202 1.4917 -4.1489 0.65
O -4.6177 3.1468 -4.3415 -0.36
Cl -6.7492 0.8877 -4.1548 0.17
H 1.0118 7.9964 -0.4745 0.07
H -0.7618 8.0471 -0.9649 0.07
H -0.2918 8.1001 0.7326 0.08
H 0.1856 5.8574 0.8794 0.13
H -1.7801 4.7920 0.4458 0.08
H -2.2929 6.4977 0.2168 0.08
H -1.9138 5.4369 -1.2354 0.06
H 1.7305 5.6030 -0.9535 0.13
H 1.1173 5.1296 -3.2691 0.08
H 0.5523 6.7050 -2.7621 0.08
H -0.6452 5.3877 -2.9261 0.05
H 1.5609 3.3912 -0.7991 0.12
H 0.1589 3.7621 0.2521 0.12
H 0.2419 0.0256 -2.2940 0.12
H 1.1697 1.4196 -2.7888 0.11
H 1.3823 1.3203 -0.0136 0.05
H 2.4748 0.8689 -1.1952 0.07
H -1.2431 -0.4231 -0.5264 0.14
H -1.1399 0.0710 2.3341 0.11
H 0.2224 0.9337 1.6467 0.11
H 0.2446 -1.6657 0.3027 0.09
H -0.4395 -1.9974 1.8901 0.10
H 1.7077 -0.9469 2.9238 0.08
H 2.2656 -0.7685 1.1913 0.05
H 1.7017 -3.5306 0.6542 -0.10
H -2.2015 2.7097 -2.8992 0.14
H -0.6684 0.4024 -4.1933 0.10
H -2.0432 1.2933 -4.8042 0.09
H -1.0481 3.3697 -4.9560 0.11
H 0.4581 2.9465 -4.1165 0.09
H 0.6651 2.9953 -6.6809 0.11
H -0.6265 1.7812 -6.7513 0.12
H 2.2919 1.5694 -5.7820 0.12
H 1.1513 0.3190 -5.2430 0.10
H 1.3450 -0.5836 -7.0617 0.07
H -4.6260 0.2343 -2.1081 0.13
H -3.8906 3.1757 -1.6841 0.12
H -3.9725 2.0047 -0.3640 0.10
H -5.2033 2.1908 1.5205 0.10
H -6.7731 1.3434 3.2647 0.10
H -9.1090 0.6923 2.7041 0.10
H -9.8810 0.8429 0.3042 0.09
H -8.3524 1.6548 -1.4015 0.10
H -5.1761 3.3987 -5.0899 0.04
C 7.0575 -5.1466 1.0355 -0.06
C 7.2592 -4.4374 2.3488 -0.31
O 6.4293 -3.3050 2.2319 0.13
C 5.4030 -3.6694 1.3929 -0.52
O 4.3779 -3.0766 1.2849 -0.07
O 5.7043 -4.8202 0.7244 0.08
F 8.5521 -4.0184 2.4942 0.05
H 7.7151 -4.7647 0.2515 0.14
H 7.1926 -6.2235 1.1157 0.14
H 6.9636 -5.0202 3.2221 0.15
C -4.0080 7.3360 -4.7878 -0.05
C -2.8549 6.9163 -3.9172 -0.32
O -2.2777 8.1560 -3.5445 0.12
C -3.2935 9.0677 -3.5482 -0.55
O -3.2370 10.1357 -3.0396 0.18
O -4.3818 8.5875 -4.2067 0.07
F -1.9415 6.1991 -4.6161 0.06
H -3.7085 7.4920 -5.8260 0.14
H -4.8334 6.6279 -4.7606 0.14
H -3.1450 6.3631 -3.0213 0.17
C -13.8376 3.0411 -1.3257 -0.06
C -12.3775 2.9169 -0.9783 -0.32
O -12.1356 1.5309 -1.1352 0.12
C -13.0144 1.0949 -2.0868 -0.54
O -12.9261 0.0641 -2.6591 0.19
O -14.0041 2.0069 -2.2952 0.07
F -12.1482 3.2594 0.3120 0.08
H -14.4852 2.8457 -0.4690 0.14
H -14.0889 4.0137 -1.7434 0.14
H -11.7074 3.4807 -1.6305 0.18
C 11.8329 -3.9892 4.4535 -0.06
C 12.0986 -4.2076 2.9889 -0.32
O 13.1576 -5.1463 2.9963 0.14
C 13.0111 -5.8774 4.1422 -0.54
O 13.5488 -6.9099 4.3512 0.19
O 12.1577 -5.2653 5.0088 0.07
F 12.5273 -3.0692 2.3908 0.08
H 12.4848 -3.2272 4.8843 0.15
H 10.7978 -3.7235 4.6568 0.13
H 11.2522 -4.6164 2.4338 0.16
C 6.4467 -5.3627 6.1795 -0.05
C 5.9421 -6.2188 7.3107 -0.31
O 5.0975 -7.1424 6.6474 0.15
C 5.5965 -7.2865 5.3898 -0.54
O 5.3092 -8.1658 4.6506 0.18
O 6.4786 -6.2928 5.0899 0.04
F 5.2038 -5.4972 8.1843 0.09
H 5.7657 -4.5442 5.9389 0.15
H 7.4354 -4.9518 6.3726 0.14
H 6.7212 -6.7596 7.8519 0.18
C 5.0581 -11.8606 4.7810 -0.06
C 6.4116 -11.9231 5.4350 -0.32
O 6.6521 -13.3151 5.5209 0.13
C 5.9773 -13.8863 4.4765 -0.55
O 6.1631 -14.9870 4.0834 0.18
O 5.0738 -13.0221 3.9466 0.08
F 6.3821 -11.4052 6.6894 0.07
H 4.2429 -11.9426 5.5018 0.15
H 4.9184 -10.9558 4.1936 0.13
H 7.2117 -11.4475 4.8643 0.17
```

Values from the calculation:
Energy = -5561.90241 Eh
Frontier orbital gap = 5.9 eV
HOMO energy = -5.138 eV
Total charge = -1
2S+1 = 1

***

# 2
C19H28ILaO2 | wB97M-V/def2-TZVPD

```
51
Properties=species:S:1:pos:R:3:lowdin_charge:R:1
O 0.0875 1.7667 -0.4285 -0.14
C 0.9289 2.3599 -1.4335 -0.17
C -0.2423 3.1788 -2.0292 -0.05
H 1.3193 1.5759 -2.0975 0.10
H 1.7130 2.9740 -0.9968 0.11
C -1.0906 2.5035 -0.8983 -0.53
H -0.4666 2.8599 -3.0511 0.11
H -0.1152 4.2643 -1.9553 0.11
C -2.1968 1.5864 -1.3751 -0.01
H -1.8140 0.7429 -1.9622 0.06
H -2.9286 2.1235 -1.9967 0.10
H -2.7165 1.1684 -0.4902 0.06
C -1.5364 3.3576 0.2844 -0.01
H -0.7000 3.9857 0.6355 0.09
H -1.8269 2.6789 1.1087 0.09
H -2.3846 4.0141 0.0460 0.09
La 0.5798 -1.6583 1.0071 1.64
C 1.2719 0.6801 3.5620 -0.19
C 2.0300 -0.4658 3.2360 -0.29
C 2.7024 -0.1993 1.9994 -0.35
H 2.1845 -1.3447 3.8631 0.07
C 2.2788 1.0830 1.5395 -0.20
C 1.4252 1.6392 2.5402 -0.14
H 1.0202 2.6551 2.5437 0.09
H 0.7174 0.8406 4.4796 0.09
H 3.4207 -0.8736 1.5138 0.07
H 2.6808 1.6433 0.7208 0.07
C -1.0966 -1.3502 3.3366 -0.25
C -1.6686 -0.1549 2.8317 -0.16
C -2.3992 -0.4858 1.6674 -0.17
H -1.6804 0.8427 3.3281 0.11
C -2.2490 -1.9000 1.4179 -0.26
C -1.4902 -2.4465 2.5140 -0.34
H -1.3384 -3.5044 2.7502 0.08
H -0.6043 -1.4470 4.3084 0.11
H -3.0983 0.1653 1.1692 0.07
H -2.8164 -2.4631 0.6776 0.08
O 0.6013 -1.7519 -1.3082 -0.45
C -0.1356 -1.1443 -2.4785 -0.11
C 0.4864 -1.7544 -3.7492 -0.14
H 0.0168 -0.0489 -2.4491 0.09
H -1.2039 -1.3804 -2.3103 0.13
C 1.3787 -2.9210 -3.3345 -0.14
H 1.0992 -1.0062 -4.2680 0.12
H -0.3163 -2.0389 -4.4418 0.12
C 1.4380 -2.9114 -1.8000 -0.16
H 2.3799 -2.8461 -3.7594 0.12
H 0.9618 -3.8738 -3.6840 0.12
H 2.4699 -2.7507 -1.4369 0.12
H 1.0013 -3.8028 -1.3230 0.10
I 1.9222 -4.1656 1.9766 -0.03
```

Values from the calculation:
Energy = -1220.51265 Eh
Frontier orbital gap = 6.7 eV
HOMO energy = -6.862 eV
2S+1 = 1

***

# 3
CH5NO | wB97M-V/def2-TZVPD

```
8
Properties=species:S:1:pos:R:3:lowdin_spin:R:1
C 0.5350 -3.5843 -2.5302 0.13
N -0.0733 -4.3082 -1.7238 0.72
H 0.0950 -3.5465 -3.5544 0.04
H 1.2789 -2.8208 -2.2197 0.06
H 0.0421 -3.9912 -0.7441 0.05
H 0.1244 5.4820 3.3187 0.00
H -0.0686 6.8812 2.8760 0.00
O -0.4946 6.2150 3.4287 0.00
```

Values from the calculation:
Energy = -170.66535 Eh
Frontier orbital gap (spin up / spin down) = 6.2 / 2.3 eV
HOMO energy (spin up / spin down) = -12.933 / -12.933 eV
Total charge = +1
2S+1 = 2

***

# 4
C27H69N3O18 | wB97M-V/def2-TZVPD

```
117
Properties=species:S:1:pos:R:3:lowdin_spin:R:1
C -6.5375 37.5722 13.7969 0.03
N -7.4916 37.1697 14.8255 0.41
O -8.6487 36.9695 14.4877 0.23
O -6.9663 36.8945 15.9081 0.25
H -5.6221 37.9844 14.2213 0.01
H -7.0594 38.3294 13.2118 0.01
H -6.2988 36.6318 13.3001 0.02
C -12.5099 37.3116 20.0057 0.00
N -12.8856 38.7036 20.2549 0.00
O -13.8563 39.1864 19.6851 0.00
O -12.1747 39.3355 20.9849 0.00
H -13.1438 36.9334 19.2036 0.00
H -12.7585 36.8536 20.9631 0.00
H -11.4608 37.1107 19.7887 0.00
C -14.7977 42.0556 16.4627 0.00
N -14.2835 40.7722 15.8798 0.00
O -13.1998 40.8572 15.3476 0.00
O -14.9701 39.7836 15.9076 0.00
H -15.4031 41.8636 17.3486 0.00
H -15.5040 42.5134 15.7701 0.00
H -14.0194 42.8039 16.6121 0.00
C -11.8369 38.0477 16.0640 0.00
O -12.2494 36.7290 16.6129 0.00
C -11.4359 35.6425 16.0658 0.00
C -11.6564 34.2304 16.7331 0.00
O -10.9049 33.2320 16.0202 0.00
C -9.5491 33.1110 16.4384 0.00
H -12.2950 38.1406 15.0793 0.00
H -10.7632 38.2349 16.0732 0.00
H -12.1604 38.7877 16.7961 0.00
H -10.3670 35.8121 16.1953 0.00
H -11.7369 35.6267 15.0183 0.00
H -12.6997 33.9155 16.7113 0.00
H -11.4264 34.4026 17.7846 0.00
H -9.1273 32.4037 15.7243 0.00
H -9.4247 32.8119 17.4792 0.00
H -9.1015 34.1039 16.3951 0.00
C -9.4265 29.0263 17.9496 0.00
O -9.2176 28.5473 16.6149 0.00
C -8.4269 29.3693 15.8377 0.00
C -8.5847 28.9218 14.3522 0.00
O -9.5731 29.7139 13.6563 0.00
C -10.9156 29.4425 14.1061 0.00
H -9.6309 28.1608 18.5797 0.00
H -10.1294 29.8503 18.0721 0.00
H -8.4218 29.3418 18.2309 0.00
H -7.3888 29.4277 16.1649 0.00
H -8.8435 30.3646 15.9925 0.00
H -8.8338 27.8714 14.2019 0.00
H -7.6360 29.2248 13.9093 0.00
H -11.1024 28.3701 14.0509 0.00
H -11.6428 29.9490 13.4715 0.00
H -11.0501 29.6426 15.1691 0.00
C -15.6693 36.3971 15.4102 0.00
O -15.5764 35.3801 14.5342 0.00
C -14.2380 35.1008 14.1395 0.00
C -14.1806 34.0941 12.9934 0.00
O -14.7748 34.4970 11.7526 0.00
C -14.3305 35.6779 11.1061 0.00
H -16.7197 36.4976 15.6835 0.00
H -15.3545 37.3103 14.9053 0.00
H -14.9810 36.3352 16.2532 0.00
H -13.7010 34.6428 14.9702 0.00
H -13.7778 36.0410 13.8357 0.00
H -14.6564 33.1634 13.3025 0.00
H -13.1373 33.7976 12.8850 0.00
H -14.3271 35.5647 10.0220 0.00
H -13.3144 35.9038 11.4297 0.00
H -15.0258 36.4663 11.3946 0.00
C -6.7636 34.4657 18.1355 0.00
O -6.3559 33.8246 17.0019 0.00
C -5.1214 33.1542 17.1288 0.00
C -4.8400 32.2234 15.9057 0.00
O -4.8507 32.7239 14.5822 0.00
C -6.1471 33.0346 14.0698 0.00
H -6.9031 33.7652 18.9588 0.00
H -7.6488 35.0701 17.9373 0.00
H -5.9116 35.1125 18.3448 0.00
H -4.9643 32.5890 18.0474 0.00
H -4.3926 33.9635 17.1710 0.00
H -5.4700 31.3400 16.0093 0.00
H -3.8731 31.7727 16.1297 0.00
H -6.9661 32.3447 14.2731 0.00
H -6.1457 33.0660 12.9802 0.00
H -6.3041 34.0488 14.4371 0.00
C -5.9727 30.9103 8.1638 0.00
O -5.7735 30.4998 9.5004 0.00
C -6.1282 31.4298 10.5455 0.00
C -7.6179 31.6158 10.9068 0.00
O -7.9161 32.9755 11.3190 0.00
C -9.1153 33.2314 12.0611 0.00
H -7.0248 31.1954 8.1597 0.00
H -5.8127 30.1287 7.4212 0.00
H -5.4164 31.8431 8.0726 0.00
H -5.7499 32.4245 10.3098 0.00
H -5.5468 31.2173 11.4426 0.00
H -7.9000 30.9235 11.7001 0.00
H -8.3095 31.3323 10.1134 0.00
H -8.8424 33.2697 13.1157 0.00
H -9.7386 32.3376 12.0887 0.00
H -9.7439 34.0756 11.7774 0.00
C -6.9475 44.6105 15.9171 0.00
O -8.3673 44.3630 15.9442 0.00
C -8.9625 44.2426 14.7143 0.00
C -8.6445 43.0548 13.8378 0.00
O -8.7113 41.7877 14.5213 0.00
C -10.0074 41.3168 14.8389 0.00
H -6.4740 44.7018 16.8946 0.00
H -6.8561 45.5794 15.4262 0.00
H -6.2802 43.9678 15.3429 0.00
H -8.7134 45.0766 14.0582 0.00
H -10.0280 44.1966 14.9391 0.00
H -7.5762 43.1679 13.6529 0.00
H -9.2104 43.0193 12.9070 0.00
H -10.8027 41.8519 15.3578 0.00
H -9.7661 40.4407 15.4408 0.00
H -10.4404 41.1753 13.8486 0.00
```

Values from the calculation:
Energy = -2588.03747 Eh
Frontier orbital gap (spin up / spin down) = 2.6 / 6.4 eV
HOMO energy (spin up / spin down) = -0.564 / -4.440 eV
Total charge = -1
2S+1 = 2